# 1
The following is a DFT calculation (ωB97M-V/def2-TZVPD) of C19H11Cl in the gas phase in a non-equilibrium geometry.

Each line ends with the natural charge from an NBO analysis.
Element x y z (Å)
Cl (-2.387, 4.497, 2.152)  -0.05
C (-0.866, 3.545, 2.187)  -0.27
C (0.243, 4.240, 1.401)  -0.19
C (0.992, 3.565, 0.422)  -0.18
C (0.675, 2.159, 0.096)  -0.06
C (1.555, 1.456, -0.715)  -0.13
C (1.334, 0.116, -0.979)  -0.11
C (0.281, -0.499, -0.374)  0.04
C (-0.633, 0.116, 0.450)  -0.02
C (-1.645, -0.742, 0.943)  -0.18
C (-1.761, -2.103, 0.546)  -0.15
C (-0.839, -2.618, -0.360)  -0.07
C (-0.779, -3.929, -0.802)  -0.16
C (0.255, -4.351, -1.686)  -0.23
C (1.286, -3.438, -2.063)  -0.18
C (1.204, -2.098, -1.590)  0.03
C (0.194, -1.788, -0.751)  -0.12
C (1.949, -0.843, -1.749)  -0.19
C (-0.439, 1.492, 0.739)  -0.07
C (-1.174, 2.169, 1.662)  -0.10
H (-0.529, 3.429, 3.242)  0.24
H (0.403, 5.301, 1.559)  0.22
H (1.738, 4.151, -0.140)  0.23
H (2.358, 2.034, -1.195)  0.21
H (-2.407, -0.346, 1.603)  0.21
H (-2.601, -2.708, 0.881)  0.22
H (-1.582, -4.586, -0.460)  0.21
H (0.186, -5.380, -2.082)  0.22
H (2.101, -3.748, -2.717)  0.22
H (2.872, -0.738, -2.352)  0.22
H (-1.986, 1.646, 2.131)  0.21

Its HOMO energy is -7.35 eV. Its gap between HOMO and LUMO is 0.22481 Ha. Its structure (SMILES) is Cl[C@@H]1C=Cc2cc3c4c(ccc5cccc(c54)C=3)c2=C1. For the calculated total energy, the calculation gives -1190.7681 hartree. As for the relative energy (zero: lowest compared OMol25 entry of this formula, charge and spin): 0.245 eV.

=====

# 2
The following is a DFT calculation (ωB97M-V/def2-TZVPD) of a molecular structure, C46H37F2IrN2OP2S in a non-equilibrium geometry.

Each line ends with the Löwdin spin population.
Element x y z (Å)
Ir (0.069, 0.186, -0.853)  1.95
O (-1.567, 3.163, 0.290)  0.07
S (-1.315, 1.749, 0.607)  0.12
C (-0.585, 1.691, 2.233)  0.01
C (-1.284, 2.242, 3.298)  0.00
C (-0.631, 2.422, 4.505)  0.00
C (0.716, 2.094, 4.630)  0.00
C (1.411, 1.561, 3.557)  0.00
C (0.758, 1.329, 2.348)  0.01
P (1.636, 0.675, 0.909)  0.14
C (2.442, -0.867, 1.404)  0.06
C (2.288, -1.450, 2.656)  0.10
C (2.987, -2.607, 2.971)  0.07
C (3.808, -3.215, 2.031)  0.01
C (3.934, -2.661, 0.763)  0.05
C (3.259, -1.495, 0.455)  0.04
C (2.955, 1.844, 0.518)  0.02
C (4.291, 1.656, 0.874)  0.01
C (5.229, 2.632, 0.562)  0.00
C (4.840, 3.791, -0.095)  0.01
C (3.509, 3.986, -0.447)  0.00
C (2.567, 3.015, -0.148)  0.01
C (-2.893, 0.933, 0.756)  0.01
C (-4.023, 1.702, 0.992)  0.01
C (-5.267, 1.082, 0.972)  0.00
C (-5.367, -0.274, 0.691)  0.01
C (-4.227, -1.030, 0.439)  0.00
C (-2.976, -0.428, 0.470)  0.01
P (-1.432, -1.330, 0.182)  0.12
C (-1.750, -2.909, -0.624)  0.04
C (-2.481, -3.914, 0.016)  0.02
C (-2.665, -5.136, -0.608)  0.00
C (-2.106, -5.371, -1.859)  0.00
C (-1.362, -4.384, -2.490)  0.01
C (-1.187, -3.155, -1.873)  0.02
C (-1.007, -1.892, 1.873)  0.06
C (-1.666, -1.428, 3.003)  0.08
C (-1.452, -2.028, 4.240)  0.19
C (-0.608, -3.121, 4.356)  0.01
C (0.067, -3.580, 3.235)  0.13
C (-0.096, -2.945, 2.010)  0.25
H (-2.313, 2.555, 3.181)  0.00
H (-1.163, 2.851, 5.344)  0.00
H (1.229, 2.273, 5.565)  0.00
H (2.467, 1.339, 3.656)  0.00
H (1.657, -0.987, 3.406)  0.00
H (2.904, -3.016, 3.970)  0.00
H (4.359, -4.109, 2.288)  0.00
H (4.575, -3.124, 0.025)  0.00
H (3.398, -1.055, -0.527)  0.00
H (4.605, 0.763, 1.396)  0.00
H (6.264, 2.490, 0.842)  0.00
H (5.575, 4.550, -0.327)  0.00
H (3.207, 4.897, -0.947)  0.00
H (1.525, 3.177, -0.411)  0.00
H (-3.929, 2.769, 1.147)  0.00
H (-6.159, 1.666, 1.154)  0.00
H (-6.339, -0.746, 0.650)  0.00
H (-4.324, -2.080, 0.191)  0.00
H (-2.910, -3.747, 0.996)  0.00
H (-3.241, -5.909, -0.119)  0.00
H (-2.246, -6.330, -2.340)  0.00
H (-0.918, -4.578, -3.457)  0.00
H (-0.607, -2.379, -2.361)  0.03
H (-2.380, -0.617, 2.945)  0.00
H (-1.980, -1.650, 5.105)  0.01
H (-0.490, -3.613, 5.312)  0.00
H (0.719, -4.443, 3.285)  0.00
H (0.453, -3.313, 1.151)  0.00
N (1.868, 0.526, -2.372)  0.11
C (1.530, 1.456, -3.409)  0.01
C (2.431, 1.804, -4.411)  0.00
C (2.062, 2.702, -5.399)  0.00
C (0.772, 3.253, -5.399)  0.00
C (-0.170, 2.905, -4.401)  0.00
C (-1.485, 3.406, -4.399)  0.01
C (-2.358, 2.982, -3.427)  0.00
C (-1.900, 2.090, -2.456)  0.02
N (-0.651, 1.629, -2.409)  0.13
C (0.210, 2.007, -3.388)  0.02
H (2.222, -0.339, -2.781)  0.01
H (2.623, 0.920, -1.803)  0.00
H (3.425, 1.374, -4.423)  0.00
H (2.774, 2.967, -6.168)  0.00
H (0.473, 3.950, -6.174)  0.00
H (-1.795, 4.105, -5.167)  0.00
H (-3.384, 3.320, -3.393)  0.00
H (-2.584, 1.738, -1.696)  0.00
F (-1.976, 0.256, -4.933)  0.15
C (-1.977, -0.807, -4.147)  0.63
F (-2.837, -0.650, -3.152)  0.15
H (-2.033, -1.761, -4.662)  0.05

Its HOMO energy (spin up / spin down) is -14.62 / -15.73 eV. Its gap between HOMO and LUMO (spin up / spin down) is 0.24619 / 0.11706 Ha. Its multiplicity is 6. For the calculated total energy, the calculation gives -3343.7835 hartree. Its charge is +3.

=====

# 3
The following is a DFT calculation (ωB97M-V/def2-TZVPD) of 2 unconnected molecules or ions with the total composition C31H40ClF5IN4O7S2 in a non-equilibrium geometry.

Each line ends with the Löwdin charge.
Element x y z (Å)
C (4.678, -0.259, 0.556)  -0.01
C (3.171, -0.229, 0.323)  -0.31
C (2.430, -0.502, 1.633)  -0.07
O (1.404, -1.519, 1.465)  0.00
C (0.151, -1.107, 1.744)  -0.56
O (-0.352, -0.134, 1.276)  0.15
C (-0.574, -1.994, 2.729)  -0.32
S (-1.911, -2.994, 1.998)  0.98
C (-2.615, -1.953, 0.742)  -0.44
C (-3.662, -1.062, 1.075)  -0.55
Cl (-4.173, -0.975, 2.704)  0.82
C (-4.246, -0.224, 0.076)  -0.24
C (-5.358, 0.728, 0.449)  -0.19
C (-4.993, 2.249, 0.426)  -0.17
C (-3.492, 2.569, 0.340)  -0.08
C (-3.279, 4.062, 0.094)  -0.44
F (-1.981, 4.343, 0.420)  0.11
F (-4.079, 4.829, 0.870)  0.14
C (-3.419, 4.510, -1.377)  -0.56
F (-2.629, 3.775, -2.173)  0.14
F (-3.032, 5.784, -1.491)  0.18
F (-4.681, 4.427, -1.818)  0.15
C (-3.750, -0.362, -1.253)  -0.50
I (-4.619, 0.829, -2.751)  1.23
N (-2.742, -1.229, -1.575)  -0.01
C (-2.255, -1.322, -2.951)  -0.08
C (-1.007, -0.467, -3.106)  -0.48
O (-0.619, 0.193, -2.197)  0.16
N (-0.388, -0.542, -4.380)  -0.13
C (0.829, -1.381, -4.230)  -0.04
C (0.062, 0.829, -4.723)  -0.05
C (-2.143, -2.001, -0.614)  -0.14
C (-1.004, -2.912, -0.980)  -0.12
C (-1.566, -4.336, -1.310)  -0.17
C (-0.928, -4.929, -2.574)  -0.19
C (0.447, -5.555, -2.259)  -0.28
N (0.687, -6.721, -3.125)  -0.01
O (2.711, 1.009, -0.232)  0.04
C (3.268, 1.330, -1.412)  -0.57
O (3.533, 0.518, -2.243)  0.09
C (3.536, 2.808, -1.597)  -0.43
S (3.690, 3.301, -3.339)  0.76
H (5.038, 0.556, 1.184)  0.09
H (5.202, -0.288, -0.398)  0.09
H (4.904, -1.201, 1.056)  0.09
H (2.929, -1.066, -0.334)  0.15
H (2.016, 0.416, 2.047)  0.14
H (3.143, -0.924, 2.336)  0.13
H (0.124, -2.720, 3.142)  0.09
H (-0.963, -1.400, 3.555)  0.09
H (-5.728, 0.499, 1.440)  0.07
H (-6.195, 0.540, -0.226)  0.10
H (-5.329, 2.651, 1.381)  0.12
H (-5.592, 2.745, -0.332)  0.09
H (-2.973, 2.067, -0.473)  0.09
H (-3.017, 2.372, 1.300)  0.14
H (-1.970, -2.343, -3.200)  0.13
H (-2.997, -1.023, -3.680)  0.06
H (1.312, -1.226, -3.259)  0.09
H (0.598, -2.444, -4.327)  0.08
H (1.561, -1.120, -4.988)  0.10
H (-0.721, 1.549, -4.489)  0.09
H (0.260, 0.880, -5.792)  0.10
H (0.968, 1.106, -4.182)  0.07
H (-0.329, -3.020, -0.140)  0.10
H (-0.436, -2.545, -1.827)  0.10
H (-2.651, -4.265, -1.433)  0.12
H (-1.391, -5.000, -0.465)  0.10
H (-0.827, -4.164, -3.346)  0.09
H (-1.547, -5.751, -2.933)  0.11
H (1.247, -4.823, -2.371)  0.11
H (0.417, -5.900, -1.220)  0.11
H (1.674, -6.837, -3.304)  0.06
H (0.345, -7.544, -2.649)  0.07
H (4.522, 3.013, -1.180)  0.09
H (2.782, 3.406, -1.093)  0.08
H (2.896, 2.404, -3.934)  -0.17
C (1.860, 3.052, 6.872)  -0.07
C (2.740, 2.000, 7.093)  -0.06
C (3.761, 1.747, 6.191)  -0.01
C (3.885, 2.560, 5.078)  -0.15
C (3.015, 3.608, 4.838)  0.00
C (1.995, 3.852, 5.744)  -0.06
N (4.981, 2.309, 4.130)  -0.36
O (5.717, 1.368, 4.353)  0.07
O (5.085, 3.056, 3.177)  0.07
H (1.068, 3.251, 7.582)  0.11
H (2.633, 1.379, 7.972)  0.11
H (4.448, 0.931, 6.359)  0.12
H (3.127, 4.229, 3.962)  0.12
H (1.309, 4.670, 5.573)  0.11

Its HOMO energy is -10.89 eV. Its gap between HOMO and LUMO is 0.25637 Ha. For the calculated total energy, the calculation gives -4004.2460 hartree. Its charge is +1.

=====

Q: calculated total energy of number 2 (C46H37F2IrN2OP2S)?
A: -3343.7835 hartree

=====

Q: The highest calculated total energy belongs to which entry?
A: C19H11Cl

=====

Q: The highest calculated total energy belongs to which entry?
A: C19H11Cl

=====

Q: Which of these has the lowest calculated total energy?
A: C31H40ClF5IN4O7S2